C3H6N2O2 | wB97M-V/def2-TZVPD

```
13
Properties=species:S:1:pos:R:3
C 0.1253 -1.7412 0.3798
N -0.5270 0.1971 -1.3162
C -0.7723 0.7974 -0.0269
C 0.2411 -0.3568 -0.1653
N 0.7173 1.7840 0.1488
O -1.7748 1.1524 0.5684
O 1.4350 0.2931 -0.0453
H -1.3264 -0.3546 -1.6122
H 0.8149 2.4387 -0.6301
H 0.7814 2.0477 1.1295
H 0.5922 -1.7892 1.3633
H -0.9282 -2.0062 0.4789
H 0.6216 -2.4623 -0.2729
```

Summary:
Highest occupied orbital energy (eV): -7.9
Energy relative to the best compared isomer or geometry (same formula, charge and spin) (kJ/mol): 623.40
E_LUMO (Ha): -0.012
Orbital gap (eV): 7.61
M (g mol⁻¹): 102.09
Structure (SMILES): C[C@@]12N[C@]1([O-])[NH2+]O2